Here is the molecule C23H25N3O4 from the OMol25 dataset. Energies are from ωB97M-V with the def2-TZVPD basis set.

Each line ends with the Mulliken charge.
Atoms and positions in Å:
O1 6.2583 -3.0562 -0.3713  -0.3872
O2 -0.4953 -1.2456 -0.3768  -0.6953
O3 -3.3958 0.8511 -2.1472  -0.6662
O4 -2.2006 -0.4950 2.0459  -0.6590
N1 0.9849 0.3865 -0.8853  0.0171
N2 4.2044 -1.2263 0.2522  0.1326
N3 -2.5421 0.3864 -0.0650  0.3455
C1 6.4847 -1.6674 -0.4015  -0.7271
C2 -0.9284 1.9633 0.9145  -1.0203
C3 -0.2191 -0.0715 -0.4911  0.5120
C4 5.2043 -0.9031 -0.7476  -0.5197
C5 3.9453 -2.6548 0.2443  -0.4629
C6 3.0285 -0.3916 0.2404  -0.7187
C7 -4.1116 -1.0997 0.6751  0.1645
C8 -6.0446 -2.4670 0.7925  -0.4815
C9 -4.8769 -1.9986 1.3873  -0.4882
C10 -5.6568 -1.1310 -1.1866  -0.4620
C11 0.1981 3.8233 -0.3457  0.1061
C12 -2.8360 -0.4276 1.0265  0.5967
C13 2.4604 4.4712 0.1229  -0.4383
C14 2.5241 3.5114 1.1185  -0.6179
C15 -3.4668 0.2673 -1.0949  0.3348
C16 0.2561 2.8461 0.6440  -0.3148
C17 5.2555 -3.3763 0.5658  -0.7503
C18 1.2928 4.6281 -0.6060  -0.7504
C19 1.4289 2.7049 1.3773  -0.0003
C20 -4.4978 -0.6709 -0.5974  0.0725
C21 2.1301 -0.4837 -1.0124  -0.7224
C22 -6.4277 -2.0408 -0.4698  -0.4876
C23 -1.2679 1.0370 -0.2673  -0.4334
H1 3.4278 3.3912 1.6977  0.4477
H2 -0.7129 3.9574 -0.9114  0.4203
H3 4.8873 -1.1907 -1.7645  0.3159
H4 5.5854 -3.0897 1.5755  0.3664
H5 -1.3642 1.6167 -1.1942  0.5653
H6 1.4819 1.9577 2.1555  0.3623
H7 6.8494 -1.3274 0.5794  0.3646
H8 3.1980 -2.8865 1.0045  0.4178
H9 -6.6623 -3.1765 1.3227  0.3986
H10 3.3140 5.1003 -0.0800  0.4022
H11 -7.3387 -2.4233 -0.9054  0.3949
H12 3.5811 -3.0055 -0.7355  0.3137
H13 -5.9475 -0.7957 -2.1699  0.4911
H14 2.6899 -0.2007 -1.9076  0.2826
H15 -1.8078 2.5863 1.1031  0.4785
H16 1.2335 5.3826 -1.3762  0.4032
H17 2.4237 -0.6616 1.1110  0.2592
H18 5.1260 -4.4585 0.5168  0.3651
H19 1.1601 1.3799 -0.8706  0.1555
H20 5.3995 0.1710 -0.7253  0.4017
H21 7.2548 -1.4988 -1.1563  0.3603
H22 1.7446 -1.4986 -1.1255  0.4028
H23 -0.7522 1.3518 1.8001  0.4553
H24 3.3586 0.6458 0.3603  0.2087
H25 -4.5715 -2.3270 2.3683  0.4880

Calculated total energy: -1356.72622 a.u.
Energy above the lowest of the compared OMol25 structures with the same formula, charge and spin: 33.0 kcal/mol
SMILES: O=C(NCCN1CCOCC1)[C@H](Cc1ccccc1)N1C(=O)c2ccccc2C1=O
HOMO-LUMO gap: 8.22 eV


Here is the molecule C23H25N3O6S2 at a distorted geometry from the OMol25 dataset. Energies are from ωB97M-V with the def2-TZVPD basis set.

Each line ends with the Mulliken charge.
Atoms and positions in Å:
S1 6.4296 -1.4881 0.4226  -0.1818
S2 -6.2779 0.7173 0.8681  1.2360
O1 -6.1758 2.0921 1.2560  -0.7125
O2 0.1130 -0.8733 -0.0706  -0.1054
O3 -7.1119 -0.1581 1.6448  -0.6986
O4 3.4106 -2.4364 -0.0398  -0.3081
O5 1.4862 0.6812 -1.8017  -0.6947
O6 -0.4796 -2.7693 1.0064  -0.6504
N1 6.8598 0.9137 1.3265  -0.5053
N2 -6.6667 0.6639 -0.7488  0.3174
N3 5.8617 0.7789 -0.8117  -0.1032
C1 2.1218 -2.1951 0.2354  -0.4309
C2 -4.6289 0.0084 0.8092  0.0062
C3 -0.7531 -1.6818 0.5615  0.8614
C4 6.3729 0.2580 0.2869  0.0957
C5 -3.6331 0.7236 0.1692  -0.7472
C6 6.8182 2.2380 1.2721  0.7991
C7 -5.9561 -1.1611 -2.2275  -1.0269
C8 1.4233 -1.1835 -0.3245  -0.0681
C9 5.7892 2.1083 -0.8730  0.9841
C10 5.1609 2.6879 -2.0954  -1.3855
C11 2.0609 -0.2660 -1.2963  0.5957
C12 -7.0161 -0.6449 -1.2572  -0.7052
C13 3.4421 -0.6252 -1.5571  -0.2329
C14 5.4930 -1.9845 -1.0816  -0.9992
C15 7.3783 2.9848 2.4357  -1.2105
C16 -8.7518 2.0067 -0.8667  -1.0359
C17 -2.3607 0.1907 0.0767  -0.6681
C18 6.2654 2.8910 0.1705  -0.8842
C19 -3.1125 -1.7713 1.2792  -0.8446
C20 -2.1002 -1.0626 0.6330  0.2383
C21 4.0505 -1.6473 -0.9208  0.2753
C22 -4.3831 -1.2323 1.3664  -0.2979
C23 -7.3038 1.8328 -1.3167  -0.6403
H1 5.9257 -1.4655 -1.9319  0.3799
H2 4.0824 2.5338 -2.0524  0.2443
H3 -9.1688 2.9143 -1.2955  0.4015
H4 6.2126 3.9669 0.1321  0.3835
H5 6.6124 3.6209 2.8758  0.3198
H6 -9.3636 1.1620 -1.1758  0.2823
H7 -7.1038 -1.3170 -0.4004  0.4174
H8 7.7387 2.2812 3.1799  0.3354
H9 -7.9883 -0.6075 -1.7570  0.3809
H10 5.3615 3.7530 -2.1675  0.3975
H11 3.9928 -0.0224 -2.2580  0.5780
H12 -7.2368 1.7590 -2.4057  0.3850
H13 -6.2420 -2.1409 -2.6008  0.4152
H14 8.1994 3.6213 2.1100  0.3055
H15 -2.8811 -2.7369 1.7026  0.4785
H16 -6.7181 2.6903 -0.9820  0.3757
H17 -5.8541 -0.4822 -3.0703  0.2729
H18 1.7120 -2.8976 0.9457  0.5375
H19 5.5339 2.1824 -2.9832  0.3458
H20 -3.8710 1.6911 -0.2426  0.4212
H21 5.6424 -3.0608 -1.1491  0.4981
H22 -5.1895 -1.7489 1.8626  0.5404
H23 -4.9920 -1.2411 -1.7318  0.1760
H24 -1.5712 0.7301 -0.4226  0.5515
H25 -8.7812 2.0791 0.2176  0.3043

Calculated total energy: -2303.52640 a.u.
Energy above the lowest of the compared OMol25 structures with the same formula, charge and spin: 25.1 kcal/mol
SMILES: CCN(CC)S(=O)(=O)c1ccc(C(=O)Oc2coc(CSc3nc(C)cc(C)n3)cc2=O)cc1
HOMO-LUMO gap: 8.72 eV


Here is a structure of composition C23H25N4O2S5V at a distorted geometry from the OMol25 dataset. Energies are from ωB97M-V with the def2-TZVPD basis set.

Each line ends with the Mulliken charge.
Atoms and positions in Å:
V1 0.3430 -0.3861 0.4302  0.1372
S1 1.6743 -0.3729 3.1383  -0.4453
S2 -1.7644 -0.2657 1.7892  -0.0240
S3 0.4568 -2.7605 1.3642  0.1312
S4 -1.1077 -1.4656 -1.2988  0.0709
S5 2.7141 2.7007 0.6471  1.0313
O1 2.3461 4.0424 0.9760  -0.7147
O2 2.7833 2.3438 -0.7506  -0.5147
N1 1.4052 0.5908 -2.4476  0.1886
N2 0.1324 1.4492 -0.6529  1.2277
N3 2.2419 -0.5834 -0.5839  0.8832
N4 1.7448 1.6104 1.4258  -0.2322
C1 -1.0632 3.2641 -2.3777  -0.5426
C2 3.8839 1.1732 2.3253  0.2411
C3 -0.6111 -3.2057 -1.1716  -0.8632
C4 5.4918 2.6798 1.3217  -0.7948
C5 4.2047 2.2109 1.4681  0.1240
C6 0.4699 1.4811 -1.9412  0.7415
C7 -0.1392 2.3639 -2.8433  -1.2091
C8 3.3036 -1.1051 0.0669  -0.4409
C9 -0.6354 -2.6733 2.8088  -0.9589
C10 -1.9267 -1.8848 2.6260  -0.6539
C11 2.4635 -0.0206 -1.7703  0.1472
C12 4.5768 -1.1133 -0.4451  -0.9556
C13 -3.0262 -0.4317 0.4931  -0.7631
C14 4.8665 0.5602 3.0812  -0.6156
C15 6.1729 1.0152 2.9452  -0.6534
C16 -2.7796 -1.5005 -0.5650  -0.7938
C17 3.7163 -0.0256 -2.3829  -0.9095
C18 4.7821 -0.5753 -1.7132  -0.7177
C19 6.4818 2.0601 2.0783  -0.5146
C20 2.4279 0.8663 2.2611  0.5442
C21 -1.3680 3.2855 -1.0154  -1.1461
C22 -0.7524 2.3654 -0.2084  -0.8600
C23 -0.5659 -3.7666 0.2394  -0.8690
H1 1.6338 0.7829 -3.4093  0.3050
H2 3.0910 -1.5385 1.0359  0.5000
H3 -2.9418 -2.4968 -0.1572  0.3881
H4 0.1360 2.3352 -3.8893  0.4529
H5 -3.4911 -1.3661 -1.3791  0.5597
H6 -1.5641 -3.8612 0.6642  0.3997
H7 3.8431 0.4424 -3.3494  0.4457
H8 -0.0213 -2.2418 3.5934  0.4545
H9 -3.9828 -0.6274 0.9797  0.5601
H10 -0.8759 -3.6953 3.1049  0.5413
H11 -2.3599 -1.6888 3.6061  0.5619
H12 5.3852 -1.5287 0.1389  0.4905
H13 5.7683 -0.5632 -2.1576  0.4271
H14 -2.6585 -2.4585 2.0579  0.3442
H15 -1.2797 -3.8005 -1.7946  0.5242
H16 -2.0550 4.0053 -0.5964  0.5186
H17 7.5059 2.3995 1.9971  0.4309
H18 4.6100 -0.2455 3.7571  0.4551
H19 -1.5367 3.9573 -3.0599  0.4494
H20 -0.1413 -4.7702 0.2014  0.5569
H21 0.3765 -3.2315 -1.6352  0.3980
H22 5.7228 3.4974 0.6520  0.4893
H23 -3.0931 0.5596 0.0427  0.4087
H24 -0.9337 2.3466 0.8600  0.6372
H25 6.9623 0.5572 3.5263  0.4254

Calculated total energy: -4195.80006 a.u.
Total charge: +1
Energy above the lowest of the compared OMol25 structures with the same formula, charge and spin: 0.0 kcal/mol
2S+1: 4
HOMO-LUMO gap (alpha / beta): 7.74 / 8.28 eV